Entry 1:
{"formula": "C20H10ClF8N2O4PtSe", "method": "the ωB97M-V functional and the def2-TZVPD basis", "homo_energy_ha": -0.1799, "total_energy_ha": -4958.50960, "e_above_lowest_kcal_mol": 6.8, "lumo_energy_ev": 1.70, "orbital_gap_ha": 0.2423, "total_charge": -1, "species": ["Pt", "Cl", "C", "H", "H", "F", "C", "C", "F", "C", "F", "C", "Se", "C", "F", "C", "F", "F", "C", "F", "F", "C", "C", "C", "N", "C", "C", "H", "H", "H", "H", "O", "C", "O", "C", "C", "C", "C", "C", "C", "N", "O", "O", "H", "H", "H", "H"], "xyz": [[0.26996, 1.37300, -0.11523], [-2.12803, 1.66407, -2.15772], [-0.32928, 1.65522, -2.06956], [0.00042, 2.59312, -2.51445], [-0.00896, 0.83476, -2.70759], [4.20389, -4.09194, -3.42650], [3.77250, -3.00609, -2.78070], [3.48023, -3.07016, -1.42951], [3.60747, -4.23214, -0.78063], [3.07569, -1.92879, -0.76448], [2.83532, -2.01471, 0.53921], [2.93780, -0.70033, -1.41036], [2.59436, 0.89926, -0.44738], [3.20534, -0.68428, -2.77906], [3.06172, 0.45139, -3.46420], [3.62480, -1.80964, -3.45977], [3.89531, -1.75825, -4.77180], [-5.03523, 5.51606, 1.99561], [-4.70741, 5.25583, 0.71207], [-5.77670, 4.65252, 0.15849], [-4.55472, 6.44056, 0.09676], [-3.48141, 4.40469, 0.63236], [-3.51753, 3.11863, 1.15288], [-2.36024, 2.36924, 1.13078], [-1.21478, 2.82591, 0.62067], [-1.18934, 4.05937, 0.11662], [-2.29416, 4.88669, 0.10120], [-4.43134, 2.72200, 1.57311], [-2.32479, 1.37523, 1.55663], [-0.23738, 4.38864, -0.27769], [-2.23747, 5.88419, -0.30878], [0.14976, -0.35908, 3.83517], [0.18929, -0.25754, 2.61256], [0.26346, 0.85765, 1.97996], [0.16365, -1.56327, 1.81621], [-0.44925, -1.68783, 0.57510], [-0.47159, -2.90911, -0.08988], [0.11735, -4.02036, 0.47883], [0.71871, -3.89369, 1.72566], [0.73680, -2.68337, 2.40034], [1.31636, -5.07027, 2.34230], [1.83991, -4.94785, 3.43273], [1.27169, -6.12568, 1.73119], [-0.93887, -0.83002, 0.12655], [-0.95987, -2.99114, -1.05245], [0.11804, -4.98387, -0.00874], [1.19848, -2.60865, 3.37347]], "atomic_forces_ev_per_a": [[-0.9, 0.4, 0.2], [-0.4, -0.1, -0.1], [1.4, 0.2, 0.7], [-0.1, 0.0, -0.1], [0.0, 0.0, 0.0], [0.0, -0.1, -0.1], [0.0, 0.1, 0.1], [0.0, -0.1, -0.1], [0.0, 0.0, 0.0], [-0.1, 0.5, -0.2], [0.1, -0.2, 0.1], [0.1, -0.5, -0.4], [0.0, 0.1, -0.1], [-0.2, 0.1, 0.5], [0.1, 0.0, -0.2], [0.0, -0.1, -0.1], [0.0, 0.0, 0.0], [0.0, 0.0, -0.1], [-0.3, 0.2, 0.0], [0.1, 0.0, 0.0], [0.0, -0.1, 0.0], [0.4, -0.3, 0.0], [-0.1, 0.3, 0.0], [0.1, -0.1, 0.3], [-0.5, -0.4, -0.7], [0.3, 0.0, 0.1], [-0.3, 0.1, 0.2], [0.0, -0.1, 0.0], [0.0, 0.0, -0.1], [0.0, -0.1, -0.1], [0.1, 0.0, 0.0], [-0.1, 0.0, -0.1], [0.3, 0.1, 0.0], [0.1, 0.0, -0.1], [-0.1, 0.2, 0.0], [0.0, 0.0, 0.1], [0.0, 0.1, 0.0], [0.2, -0.3, 0.1], [-0.4, 0.6, -0.2], [0.1, -0.3, 0.1], [0.3, -0.4, 0.1], [0.0, 0.1, 0.0], [-0.1, 0.1, 0.0], [0.1, 0.0, 0.0], [0.0, 0.0, 0.0], [0.0, 0.0, 0.0], [0.0, 0.0, 0.0]]}

Entry 2:
{"formula": "C20H11Cl5N5W", "method": "the ωB97M-V functional and the def2-TZVPD basis", "homo_energy_ha": [-0.6465, -0.6486], "total_energy_ha": -3409.56115, "e_above_lowest_kcal_mol": 1.5, "s_squared": 2.03, "lumo_energy_ev": [-11.38, -11.20], "orbital_gap_ha": [0.2284, 0.2371], "total_charge": 3, "spin_multiplicity": 3, "species": ["W", "N", "C", "N", "C", "N", "N", "C", "C", "C", "C", "C", "C", "N", "C", "C", "C", "C", "C", "C", "H", "H", "H", "H", "H", "H", "H", "H", "H", "H", "H", "Cl", "C", "C", "C", "Cl", "C", "Cl", "C", "Cl", "C", "Cl"], "xyz": [[0.97600, 0.13863, -0.73301], [-2.12693, -2.68326, -1.59696], [-1.09933, -1.89823, -1.71475], [-0.49285, -1.32268, -0.65942], [-0.95886, -1.62783, 0.65169], [-0.30926, -1.16889, 1.67492], [0.79319, -0.47402, 1.25404], [1.67503, -0.05396, 2.09738], [2.86118, 0.55384, 1.49606], [3.90532, 1.06802, 2.22367], [5.02123, 1.56156, 1.53653], [5.04545, 1.52038, 0.15451], [3.94722, 1.01524, -0.52584], [2.86826, 0.54979, 0.12467], [-2.12475, -2.46214, 0.79376], [-2.67278, -2.76809, 2.04413], [-3.78090, -3.58749, 2.11720], [-4.35107, -4.11492, 0.95668], [-3.82140, -3.82839, -0.29072], [-2.71375, -3.00290, -0.35441], [-2.52968, -3.08598, -2.43793], [-0.72362, -1.69990, -2.71120], [1.53423, -0.08600, 3.17313], [3.86927, 1.06770, 3.30512], [5.86196, 1.96457, 2.08691], [5.89833, 1.88020, -0.40420], [3.92260, 0.98467, -1.60794], [-2.22282, -2.36042, 2.93817], [-4.20952, -3.82619, 3.08063], [-5.21733, -4.75888, 1.02825], [-4.26268, -4.24237, -1.18893], [-0.94982, 2.46607, 1.41114], [-0.61484, 2.83656, -0.22111], [0.08642, 1.90063, -1.00383], [0.32601, 2.22697, -2.34367], [1.20692, 0.93873, -3.19683], [-0.04497, 3.38768, -2.96222], [0.30669, 3.69009, -4.59352], [-0.74425, 4.31593, -2.14632], [-1.23896, 5.76841, -2.82148], [-1.02700, 4.03903, -0.78445], [-1.86793, 5.17785, 0.15014]], "atomic_forces_ev_per_a": [[0.1, -0.2, 0.3], [0.0, 0.0, 0.0], [0.0, 0.0, 0.0], [-0.1, -0.1, -0.2], [0.1, 0.1, 0.1], [-0.1, -0.1, -0.2], [0.1, 0.3, 0.1], [0.0, 0.4, -0.2], [-0.1, 0.0, 0.1], [0.1, -0.1, -0.1], [0.0, 0.0, 0.0], [0.0, 0.0, 0.0], [0.0, 0.0, 0.1], [0.0, 0.1, -0.1], [0.0, 0.0, 0.1], [0.0, 0.0, 0.0], [0.0, 0.0, 0.0], [0.0, 0.0, 0.0], [0.0, 0.0, 0.0], [0.0, 0.0, 0.0], [0.0, 0.0, 0.0], [0.0, 0.0, 0.0], [0.0, -0.4, 0.0], [0.0, 0.0, 0.0], [0.0, 0.0, 0.0], [0.0, 0.0, 0.0], [0.0, 0.0, 0.0], [0.0, 0.0, 0.0], [0.0, 0.0, 0.0], [0.0, 0.0, 0.0], [0.0, 0.0, 0.0], [0.0, 0.0, 0.0], [0.0, 0.0, 0.0], [0.0, 0.0, -0.1], [0.0, 0.0, -0.1], [0.0, 0.0, 0.1], [0.0, 0.0, 0.0], [0.0, 0.0, 0.0], [0.0, 0.0, 0.0], [0.0, 0.0, 0.0], [0.0, 0.0, 0.0], [0.0, 0.0, 0.0]]}

Entry 3:
{"formula": "C20H12Cl5N4O3STi", "method": "the ωB97M-V functional and the def2-TZVPD basis", "homo_energy_ha": [-0.1551, -0.1995], "total_energy_ha": -4762.88199, "e_above_lowest_kcal_mol": 27.6, "s_squared": 2.01, "lumo_energy_ev": [2.07, 1.41], "orbital_gap_ha": [0.2310, 0.2512], "total_charge": -1, "spin_multiplicity": 3, "species": ["Ti", "N", "C", "S", "N", "N", "C", "C", "C", "C", "C", "C", "N", "H", "H", "H", "H", "H", "H", "H", "Cl", "C", "C", "C", "Cl", "C", "Cl", "C", "Cl", "C", "Cl", "O", "C", "C", "C", "C", "C", "C", "C", "O", "O", "H", "H", "H", "H", "H"], "xyz": [[-0.45208, 0.11823, -0.23952], [-0.25714, -2.59192, 3.26112], [0.03601, -1.98000, 2.06814], [0.81142, -0.43524, 2.09272], [-0.28676, -2.67068, 0.98881], [0.02777, -1.88174, -0.10421], [0.51458, -2.44830, -1.14022], [1.07680, -1.55729, -2.14142], [1.69162, -2.03068, -3.30422], [2.29236, -1.13394, -4.15453], [2.26936, 0.22119, -3.82958], [1.62924, 0.61643, -2.67596], [1.03801, -0.24591, -1.83729], [0.21564, -2.25318, 4.08003], [-0.46728, -3.57543, 3.20485], [0.57414, -3.53130, -1.22146], [1.68534, -3.08944, -3.51318], [2.77547, -1.48318, -5.05743], [2.73204, 0.96510, -4.45951], [1.56707, 1.65863, -2.38466], [-2.02478, -0.19128, -1.92314], [-0.44162, 2.36547, -0.89168], [0.45754, 2.12975, 0.01996], [1.15985, 3.18607, 0.60325], [2.37458, 2.94206, 1.81222], [0.81068, 4.45041, 0.16070], [1.57981, 5.84639, 0.83735], [-0.19140, 4.64739, -0.83401], [-0.58540, 6.25933, -1.31908], [-0.85642, 3.57684, -1.41147], [-2.06877, 3.74536, -2.61689], [-0.83992, 2.22448, 2.79695], [-1.73643, 3.02237, 2.19044], [-1.59727, 4.39684, 2.39974], [-2.46388, 5.28304, 1.79401], [-3.49665, 4.82681, 0.97879], [-3.64449, 3.46523, 0.79108], [-2.77128, 2.55113, 1.38016], [-2.98311, 1.09179, 1.11125], [-4.07297, 0.59095, 0.94892], [-1.84454, 0.42873, 1.06112], [-0.84659, 1.33637, 2.39515], [-0.78083, 4.73744, 3.02024], [-2.32327, 6.34510, 1.94622], [-4.16688, 5.52050, 0.49370], [-4.43191, 3.05947, 0.17126]], "atomic_forces_ev_per_a": [[0.6, 0.8, 0.7], [0.1, 0.1, -0.3], [-0.3, -0.5, 0.3], [0.0, -0.2, -0.2], [0.4, 0.8, -0.1], [-0.2, -1.3, 0.3], [0.1, -0.1, -0.3], [0.0, -0.2, -0.2], [-0.1, 0.0, 0.2], [0.0, 0.1, 0.0], [0.0, -0.1, 0.0], [-0.2, 0.0, 0.3], [0.1, -0.1, -0.3], [0.0, 0.0, -0.1], [0.0, 0.0, 0.1], [0.2, 0.1, 0.1], [0.0, -0.1, 0.0], [0.0, 0.0, 0.0], [0.0, 0.0, -0.1], [0.0, -0.1, -0.1], [-0.1, -0.1, -0.4], [-0.4, 0.3, -0.4], [0.4, 0.0, 0.2], [-0.2, -0.4, -0.2], [-0.1, 0.0, -0.1], [-0.2, 0.3, -0.2], [0.0, 0.0, 0.0], [0.2, 0.2, 0.2], [0.0, 0.0, 0.0], [0.3, -0.2, 0.3], [0.0, 0.0, 0.0], [0.1, 0.2, 0.3], [0.1, 0.1, 0.0], [-0.1, -0.1, 0.0], [-0.1, 0.1, 0.0], [0.1, -0.1, 0.0], [0.1, -0.1, 0.1], [-0.5, 0.2, -0.1], [0.3, -0.3, -0.3], [0.0, 0.2, 0.1], [-0.4, 0.0, 0.4], [-0.1, -0.1, 0.0], [0.1, 0.0, 0.1], [0.0, 0.1, 0.0], [0.0, 0.1, 0.0], [-0.1, 0.0, 0.0]]}

Entry 4:
{"formula": "C20H12INO2Pd", "method": "the ωB97M-V functional and the def2-TZVPD basis", "homo_energy_ha": [-0.2883, -0.3077], "total_energy_ha": -1400.13806, "e_above_lowest_kcal_mol": 0.0, "s_squared": 2.01, "lumo_energy_ev": [-0.44, -1.13], "orbital_gap_ha": [0.2723, 0.2663], "spin_multiplicity": 3, "species": ["Pd", "I", "C", "C", "C", "C", "C", "C", "C", "C", "C", "C", "H", "H", "H", "H", "H", "H", "O", "C", "O", "C", "C", "C", "C", "C", "C", "C", "C", "C", "N", "H", "H", "H", "H", "H", "H"], "xyz": [[-0.96040, -1.68328, -1.33668], [1.52349, -2.88408, -1.45131], [1.69545, -2.65689, 0.62949], [2.84340, -3.08792, 1.22393], [2.98290, -2.94956, 2.62241], [1.97854, -2.39149, 3.35520], [0.78430, -1.93974, 2.74111], [-0.25498, -1.35738, 3.50575], [-1.39851, -0.92547, 2.90276], [-1.55849, -1.05115, 1.50340], [-0.58343, -1.60909, 0.72288], [0.61541, -2.06792, 1.33395], [3.63851, -3.53256, 0.64139], [3.89090, -3.29199, 3.10056], [2.07892, -2.28401, 4.42861], [-0.12243, -1.26323, 4.57679], [-2.19141, -0.48327, 3.49299], [-2.47868, -0.70005, 1.04929], [-4.38853, -0.12184, -2.94068], [-3.31275, -0.38172, -2.43890], [-2.92582, -1.52563, -1.99388], [-2.29664, 0.75160, -2.29764], [-2.65197, 2.06204, -2.67673], [-1.74126, 3.05891, -2.51385], [-0.47129, 2.77119, -1.95982], [0.51276, 3.76468, -1.74276], [1.71558, 3.43729, -1.18873], [1.98798, 2.10021, -0.82360], [1.06116, 1.11899, -1.02590], [-0.18752, 1.43667, -1.60460], [-1.11739, 0.45419, -1.80388], [-3.64062, 2.21655, -3.08281], [-1.97555, 4.07889, -2.79482], [0.29042, 4.78744, -2.02145], [2.46331, 4.20113, -1.02214], [2.94082, 1.85305, -0.37404], [1.25384, 0.09546, -0.73631]], "atomic_forces_ev_per_a": [[-0.1, 0.1, 0.0], [0.0, 0.0, 0.0], [0.0, 0.0, 0.0], [0.0, 0.0, 0.1], [0.0, 0.0, 0.0], [0.0, 0.0, 0.0], [0.0, 0.0, 0.0], [0.0, 0.0, 0.0], [0.0, 0.0, 0.0], [0.0, 0.0, 0.0], [0.0, -0.1, -0.1], [0.0, 0.0, 0.1], [0.0, 0.0, 0.0], [0.0, 0.0, 0.0], [0.0, 0.0, 0.0], [0.0, 0.0, 0.0], [0.0, 0.0, 0.0], [0.0, 0.0, 0.0], [0.0, 0.0, 0.0], [0.0, 0.0, 0.0], [0.0, -0.1, 0.0], [0.0, 0.1, 0.0], [0.0, 0.0, 0.0], [0.0, 0.0, 0.0], [0.0, 0.0, 0.0], [0.0, 0.0, 0.0], [0.0, 0.0, 0.0], [0.0, 0.0, 0.0], [0.0, 0.0, 0.0], [0.0, 0.0, 0.0], [0.1, 0.0, 0.0], [0.0, 0.0, 0.0], [0.0, 0.0, 0.0], [0.0, 0.0, 0.0], [0.0, 0.0, 0.0], [0.0, 0.0, 0.0], [0.0, 0.0, 0.0]]}

Entry 5:
{"formula": "C20H12N2O8S3Zn", "method": "the ωB97M-V functional and the def2-TZVPD basis", "homo_energy_ha": -0.1179, "total_energy_ha": -4454.77334, "e_above_lowest_kcal_mol": 0.2, "lumo_energy_ev": 3.92, "orbital_gap_ha": 0.2620, "total_charge": -2, "species": ["Zn", "O", "C", "O", "C", "C", "C", "N", "C", "C", "C", "O", "O", "H", "H", "H", "O", "C", "C", "C", "C", "C", "S", "C", "C", "C", "C", "S", "C", "C", "C", "C", "S", "H", "H", "H", "H", "H", "H", "H", "H", "H", "O", "N", "O", "O"], "xyz": [[-0.17657, 0.21663, -1.61148], [-6.27861, -3.00876, -2.67539], [-5.22726, -3.63505, -2.44704], [-5.03132, -4.86514, -2.35294], [-3.96464, -2.75696, -2.24148], [-2.73020, -3.34798, -1.99237], [-1.61691, -2.55010, -1.82009], [-1.67704, -1.21965, -1.88235], [-2.85708, -0.63292, -2.11391], [-4.01682, -1.36883, -2.29779], [-2.84875, 0.89920, -2.15859], [-3.90437, 1.48245, -2.36197], [-1.70185, 1.44920, -1.96871], [-2.67485, -4.42659, -1.94094], [-0.63643, -2.96977, -1.62506], [-4.95371, -0.86605, -2.48559], [0.36951, -0.09634, 0.19873], [1.18154, 0.56109, 1.08389], [0.62201, 0.32289, 2.48804], [0.87641, 0.92353, 3.68505], [0.14605, 0.33631, 4.75591], [-0.64294, -0.69326, 4.33554], [-0.52296, -0.94082, 2.64603], [2.60358, -0.00742, 1.02471], [3.39020, -0.51237, 2.01758], [4.65011, -0.98069, 1.54705], [4.78433, -0.83068, 0.20083], [3.39694, -0.11837, -0.49793], [1.21967, 2.06885, 0.84456], [0.22061, 2.83245, 0.32579], [0.55436, 4.21530, 0.27756], [1.79232, 4.47791, 0.77493], [2.57601, 3.04022, 1.28303], [1.55256, 1.76117, 3.78981], [0.19814, 0.67525, 5.78230], [-1.31390, -1.29337, 4.93016], [3.07350, -0.55119, 3.04985], [5.40841, -1.41897, 2.18186], [5.62202, -1.10951, -0.41870], [-0.71060, 2.42519, -0.04447], [-0.10248, 4.97154, -0.12913], [2.30053, 5.42729, 0.83517], [1.16603, -0.55946, -3.10792], [1.78549, 0.53758, -3.26891], [2.70476, 0.63967, -4.05840], [1.39416, 1.49652, -2.55721]], "atomic_forces_ev_per_a": [[-0.1, 0.0, 0.0], [0.0, 0.0, 0.0], [-0.1, 0.0, 0.0], [0.0, 0.0, 0.0], [0.0, 0.0, 0.0], [0.0, 0.0, 0.0], [0.0, 0.0, 0.0], [0.0, 0.0, 0.0], [0.0, 0.0, 0.0], [0.0, 0.0, 0.0], [0.0, 0.0, 0.0], [0.0, 0.0, 0.0], [0.0, 0.0, 0.0], [0.0, 0.0, 0.0], [0.0, 0.0, 0.0], [0.0, 0.0, 0.0], [0.0, 0.0, 0.0], [0.0, 0.0, 0.0], [0.0, 0.0, -0.1], [0.0, 0.0, 0.0], [0.0, 0.0, 0.0], [0.0, 0.0, 0.0], [0.0, 0.0, 0.0], [0.0, 0.0, 0.0], [0.0, 0.1, 0.0], [0.0, 0.0, 0.0], [0.0, 0.0, 0.0], [-0.1, 0.0, 0.0], [0.0, 0.1, 0.0], [0.0, 0.0, 0.0], [0.0, 0.0, 0.0], [0.0, 0.0, 0.0], [0.0, 0.0, 0.0], [0.0, 0.0, 0.0], [0.0, 0.0, 0.0], [0.0, 0.0, 0.0], [0.0, 0.0, 0.0], [0.0, 0.0, 0.0], [0.0, 0.0, 0.0], [0.0, 0.0, 0.0], [0.0, 0.0, 0.0], [0.0, 0.0, 0.0], [0.0, 0.0, -0.1], [-0.1, -0.1, 0.0], [0.1, 0.0, 0.0], [0.0, 0.1, 0.0]]}